(1)
Entry from the OMol25 dataset: a 2-piece molecular cluster, C10H16N2O3 overall at a distorted geometry (the ωB97M-V functional and the def2-TZVPD basis).

Each line ends with the Mulliken charge.
CARTESIAN COORDINATES (ANGSTROEM)
C -3.8674 -0.8202 0.6664  -0.4009
C -3.3176 0.2902 1.2331  -0.5885
C -3.3618 -1.2081 -0.5801  -0.5569
C -2.4033 1.0313 0.5926  -0.0163
C -2.3429 -0.5058 -1.2493  -0.3555
C -1.8381 0.6572 -0.6334  0.2958
C 1.6142 -1.6000 0.7006  -0.8220
C 0.7569 -0.8466 -0.3761  -0.5228
C 3.1627 -1.2616 0.6858  -0.6396
C 0.8168 0.6395 -0.1587  0.3621
N 1.6193 2.9199 -0.4543  -0.5951
N 1.8170 1.4744 -0.8169  0.0248
O 3.9454 -1.4229 -0.5510  -0.5486
O 0.5072 0.9651 1.1221  -0.3369
O -0.8309 1.2804 -1.1162  -0.7352
H -4.6853 -1.3755 1.0737  0.4286
H -3.7677 0.5820 2.1976  0.3213
H -3.4471 -2.2824 -0.7143  0.2869
H -2.0115 2.0246 0.9102  0.2979
H -2.1566 -0.9064 -2.2034  0.4813
H 1.6551 -2.6862 0.4597  0.3717
H 1.1739 -1.4642 1.6717  0.4254
H 0.9089 -1.1647 -1.4108  0.4925
H -0.2515 -1.1196 0.0113  0.0985
H 3.3719 -0.2389 0.9346  0.3116
H 3.5907 -1.7716 1.5533  0.4038
H 1.1287 3.4060 -1.2416  0.2351
H 2.4060 3.4711 -0.3680  0.2073
H 1.8936 1.2696 -1.8139  0.2694
H 3.3090 -1.2579 -1.2796  0.3439
H 0.6046 1.9213 1.1547  0.4604

Values from the calculation:
E   -19748.524 eV
Energy relative to the best compared isomer or geometry (same formula, charge and spin)   97.8 kcal/mol
2S+1   1
HOMO level   -7.52 eV

***

(2)
Entry from the OMol25 dataset: C39H56BaCl2N2O6Si3 as an isolated structure at a distorted geometry (the ωB97M-V functional and the def2-TZVPD basis).

Each line ends with the Mulliken charge.
CARTESIAN COORDINATES (ANGSTROEM)
Ba -0.0372 -1.1311 0.4090  0.6609
C -4.4372 3.9521 0.3678  -1.3317
Si -2.9355 2.7162 0.3870  0.0907
C -1.5317 3.7349 -0.4394  -0.6368
C -2.5075 2.6674 2.2519  -0.5949
C -3.2491 1.0688 -0.4336  1.6527
Si -3.2759 1.0589 -2.3003  0.0231
C -4.0310 -0.5216 -3.0966  -1.1101
C -4.3012 2.4898 -3.1338  -1.2796
C -1.5466 1.2130 -3.1252  -0.6432
Si -4.3616 -0.1011 0.4805  -0.4873
C -6.2558 0.2936 0.2378  -1.3713
C -4.2060 -0.2767 2.3844  -1.0082
C -4.2234 -1.9330 -0.0955  -0.2032
C -5.3467 -2.7317 -0.3159  -0.3210
C -5.2100 -4.0495 -0.7091  -0.5734
C -3.9315 -4.5446 -0.8954  -0.8404
C -2.8651 -3.6890 -0.6643  -0.2054
N -3.0023 -2.4358 -0.2677  0.9646
H -4.1991 4.9148 0.8130  0.3412
H -5.2806 3.5400 0.9145  0.2877
H -4.7689 4.1330 -0.6481  0.2901
H -1.2856 4.6267 0.1349  0.3936
H -1.7809 4.0542 -1.4465  0.3827
H -0.6419 3.1192 -0.4942  -0.3435
H -1.7790 3.4221 2.5322  0.4544
H -2.0848 1.7048 2.4983  -0.4676
H -3.3838 2.8157 2.8757  0.5359
H -5.0274 -0.7130 -2.7126  0.2583
H -3.4171 -1.3818 -2.8534  0.1873
H -4.1009 -0.4597 -4.1804  0.4071
H -5.3265 2.4773 -2.7767  0.2941
H -4.3302 2.4365 -4.2204  0.3299
H -3.8811 3.4539 -2.8662  0.3066
H -0.9345 0.3659 -2.8247  -0.3714
H -1.0468 2.1157 -2.7953  0.3501
H -1.5859 1.2371 -4.2124  0.5428
H -6.4136 1.3499 0.4288  0.2540
H -6.9317 -0.2580 0.8877  0.3529
H -6.5567 0.1129 -0.7899  0.3218
H -4.4787 0.6457 2.8842  0.3265
H -3.1802 -0.5053 2.6492  -0.0037
H -4.8363 -1.0683 2.7856  0.4371
H -6.3295 -2.3104 -0.1755  0.3494
H -6.0785 -4.6803 -0.8696  0.3917
H -3.7533 -5.5631 -1.2094  0.4640
H -1.8623 -4.0502 -0.8150  0.2086
Cl 1.7520 3.6631 6.3153  -0.2980
C 1.0461 2.4633 5.2673  0.1665
C 0.2494 1.4631 5.8361  -0.5152
C -0.3015 0.5070 5.0370  -0.7202
C -0.1024 0.4671 3.6116  0.8159
O -0.5983 -0.4493 2.9219  -0.6093
C 0.6856 1.5508 3.0702  0.5357
C 0.8365 1.6993 1.6623  -0.6456
O 0.3064 1.0306 0.7866  0.0158
C 1.2515 2.5156 3.9170  -1.0570
H 0.0814 1.4600 6.9049  0.4041
H -0.9246 -0.2659 5.4652  0.4467
H 1.4914 2.5454 1.3633  -0.0512
H 1.8286 3.3208 3.4822  0.4216
O 2.0681 -3.9393 -0.4754  -0.6617
Cl 0.6672 -3.8348 -0.3842  1.9094
O 0.0846 -5.0655 -0.8169  -0.8243
O 0.2572 -3.5757 0.9451  -0.5944
O 0.1837 -2.7902 -1.2209  -0.5071
C 6.8331 -1.7337 2.4790  -1.6141
C 5.3331 -1.7068 2.3160  0.7031
C 4.5271 -2.2043 3.3280  -1.2859
C 3.1443 -2.1542 3.1550  0.0797
C 2.1875 -2.6919 4.1833  -1.4078
C 2.6270 -1.6300 2.0013  0.8973
C 3.3900 -1.1494 0.9044  0.4384
C 4.7931 -1.1929 1.1505  -1.0670
N 2.6918 -0.7254 -0.1477  1.3420
C 3.1391 -0.2501 -1.4367  0.8914
C 2.5759 1.1703 -1.6508  -0.6474
C 2.8681 1.6836 -3.0591  0.6268
C 4.3782 1.7284 -3.2930  -1.6982
C 4.9418 0.3183 -3.1332  0.4439
C 4.3163 -0.6111 -4.1688  -1.6851
C 2.8093 -0.6506 -3.9280  0.5742
C 2.2327 0.7551 -4.0924  -0.9552
C 2.5269 -1.1627 -2.5180  -0.6896
C 4.6529 -0.1941 -1.7203  -2.6066
H 7.1031 -2.0861 3.4732  0.3645
H 7.2622 -0.7412 2.3400  0.3244
H 7.2888 -2.3998 1.7454  0.2822
H 4.9609 -2.6253 4.2273  0.1894
H 2.7136 -3.1057 5.0432  0.3668
H 1.5743 -3.4744 3.7345  0.2571
H 1.5149 -1.9047 4.5271  0.1859
H 1.5504 -1.6116 1.8945  -0.3571
H 5.5025 -0.8212 0.4319  0.3642
H 3.0153 1.8431 -0.9094  0.4549
H 1.4985 1.1419 -1.4770  -0.2617
H 2.4512 2.6947 -3.1710  0.3540
H 4.8511 2.3984 -2.5695  0.5687
H 4.5964 2.1107 -4.2968  0.5776
H 6.0323 0.3438 -3.2801  0.1958
H 4.7346 -1.6157 -4.0676  0.5732
H 4.5384 -0.2589 -5.1835  0.6072
H 2.3390 -1.3234 -4.6573  0.3578
H 1.1523 0.7298 -3.9504  -0.1283
H 2.4330 1.1307 -5.1036  0.6800
H 2.9247 -2.1705 -2.3834  0.5492
H 1.4509 -1.2182 -2.3583  -0.2922
H 5.1421 0.4745 -1.0103  0.5539
H 5.0695 -1.1959 -1.6112  0.5938

Values from the calculation:
Net charge   -2
E   -105988.289 eV
Energy relative to the best compared isomer or geometry (same formula, charge and spin)   33.4 kcal/mol
2S+1   1
HOMO level   -1.29 eV

***

(3)
Entry from the OMol25 dataset: the molecule C2H4N2OS at a distorted geometry (the ωB97M-V functional and the def2-TZVPD basis).

Each line ends with the Mulliken charge.
CARTESIAN COORDINATES (ANGSTROEM)
O -2.1943 0.4627 -0.1869  -0.6165
C -1.6580 -0.6365 -0.0797  0.1454
N -0.3243 -0.6785 0.1777  -0.1595
N 0.3335 0.5322 0.1269  -0.0190
C 1.6200 0.7414 0.0074  -0.0585
S 2.8293 -0.3355 -0.1192  -0.3690
H -2.1794 -1.5873 -0.2133  0.3592
H 0.1915 -1.5096 0.2042  0.1903
H -0.4434 1.2107 0.0486  0.2108
H 1.8250 1.8005 0.0343  0.3168

Values from the calculation:
E   -18000.719 eV
Energy relative to the best compared isomer or geometry (same formula, charge and spin)   44.7 kcal/mol
2S+1   1
HOMO level   -8.79 eV

***

(4)
Entry from the OMol25 dataset: a 2-piece molecular cluster, C4H7P3 overall at a distorted geometry (the ωB97M-V functional and the def2-TZVPD basis).

Each line ends with the Mulliken charge.
CARTESIAN COORDINATES (ANGSTROEM)
C 2.8175 1.3060 0.0465  -0.2729
C 1.4792 -0.9109 -0.2727  0.0803
C -1.2334 -1.7702 -1.0163  -0.8964
C 0.2090 1.2166 1.0705  -0.7127
P 4.1105 0.2368 0.1640  -0.1153
P 2.9146 -1.7312 -0.3554  -0.1886
P 1.1928 0.7792 -0.4148  0.1008
H 3.0128 2.3614 0.2523  0.3292
H -1.1392 -2.8282 -0.8238  0.3265
H -1.0949 -1.3950 -2.0138  0.3304
H -1.8334 -1.0882 -0.3280  0.2839
H -0.1940 2.2027 0.9143  0.3151
H 0.6313 1.0718 2.0698  0.3177
H -0.7024 0.5035 0.8796  0.1021

Values from the calculation:
E   -32122.163 eV
Energy relative to the best compared isomer or geometry (same formula, charge and spin)   96.7 kcal/mol
2S+1   1
HOMO level (alpha / beta)   -8.24 / -8.56 eV

***

(5)
Entry from the OMol25 dataset: a 2-piece molecular cluster, C6H10N2O2S overall at a distorted geometry (the ωB97M-V functional and the def2-TZVPD basis).

Each line ends with the Mulliken charge.
CARTESIAN COORDINATES (ANGSTROEM)
C -1.3509 -2.8886 1.1111  0.2200
C 1.2026 2.6613 -1.2501  -0.0468
C 0.1467 2.8747 -0.7198  -0.0747
C -0.0131 -2.4745 0.5654  0.5730
C -1.1126 3.2590 -0.1366  -1.1148
C 1.0391 -3.5375 0.4296  -1.3043
N -2.3133 -2.3190 0.3379  -0.2472
N -0.2920 -1.7316 -0.6757  -0.2072
O -1.5325 -3.5467 2.1032  -0.6069
O -2.2286 -2.8128 -2.1915  -0.5723
S -1.8789 -1.7571 -1.2747  0.4941
H -3.3313 -2.5075 0.5804  0.2831
H 2.0967 2.4001 -1.7141  0.4169
H 0.3125 -1.8283 1.4802  0.1303
H -1.4574 4.1046 -0.5985  0.3065
H -1.8418 2.4270 -0.1943  0.2332
H -1.0263 3.4272 0.9505  0.2861
H 1.1092 -4.2259 1.2975  0.3104
H 2.0096 -3.2004 0.1583  0.3333
H 0.6202 -4.1251 -0.4227  0.3174
H 0.2568 -0.9954 -1.1191  0.2698

Values from the calculation:
E   -24291.772 eV
Energy relative to the best compared isomer or geometry (same formula, charge and spin)   93.1 kcal/mol
2S+1   1
HOMO level   -10.04 eV

***

(6)
Entry from the OMol25 dataset: the molecule C3H4OS at a distorted geometry (the ωB97M-V functional and the def2-TZVPD basis).

Each line ends with the Mulliken charge.
CARTESIAN COORDINATES (ANGSTROEM)
C 0.2713 -0.0648 0.3526  -0.9120
C -1.0221 0.1184 -0.4585  -0.0806
S -2.5504 1.1082 0.0392  -0.1371
C -2.2855 -0.5675 -0.0738  0.3299
O -2.9143 -1.5467 0.1329  -0.4624
H 0.1199 -0.5607 1.3478  0.3211
H 0.7330 0.8851 0.1127  0.2920
H 0.7188 -0.8710 -0.2003  0.2891
H -0.7712 0.2623 -1.5461  0.3600

Values from the calculation:
E   -16056.964 eV
Energy relative to the best compared isomer or geometry (same formula, charge and spin)   26.4 kcal/mol
2S+1   1
HOMO level   -9.61 eV

***

(7)
Entry from the OMol25 dataset: C6H12BeBrN2 as an isolated structure at a distorted geometry (the ωB97M-V functional and the def2-TZVPD basis).

Each line ends with the Mulliken charge.
CARTESIAN COORDINATES (ANGSTROEM)
C 0.2097 1.3739 -2.6994  -1.2946
Be 0.1001 -0.0689 0.0835  -0.6887
N -0.3850 -1.1894 1.5926  -0.3481
H 0.6468 -1.1218 -0.5930  -0.2293
H 0.4435 -1.2905 2.1839  0.2796
H -0.3484 0.5987 -2.1478  0.1606
H 0.5781 0.9807 -3.6474  0.3424
H 1.0610 1.6892 -2.1187  0.3175
H -0.4873 2.1787 -2.9484  0.3113
H -1.1394 -0.8876 2.2184  0.3174
H -0.6263 -2.1450 1.3064  0.1705
Br 3.5636 2.6710 3.3418  -0.2985
C 2.1383 2.7022 2.0659  -0.0577
C 1.5623 3.9125 1.7131  -0.4162
C 0.5098 3.9087 0.7996  -0.6863
C 0.0490 2.6659 0.2630  -0.4143
N 0.6068 1.4530 0.6036  0.3431
C 1.6657 1.4934 1.5041  -0.4174
H 1.9082 4.8379 2.1375  0.3981
H 0.0227 4.8235 0.4941  0.3628
H -0.7760 2.6649 -0.4315  0.4905
H 2.1142 0.5427 1.7959  0.3576

Values from the calculation:
Net charge   -1
E   -79839.157 eV
Energy relative to the best compared isomer or geometry (same formula, charge and spin)   4.6 kcal/mol
2S+1   1
HOMO level (alpha / beta)   0.05 / 0.07 eV

***

(8)
Entry from the OMol25 dataset: C26H16BCl68F3N2O3 as an isolated structure at a distorted geometry (the ωB97M-V functional and the def2-TZVPD basis).

Each line ends with the Mulliken charge.
CARTESIAN COORDINATES (ANGSTROEM)
C -1.8524 2.0554 2.6838  -0.1812
C -2.8982 3.1246 2.1040  -0.4388
B -3.5841 2.7247 0.6945  0.3022
O -5.0343 2.5336 0.7045  -0.5701
C -2.8368 2.5579 -0.7415  0.6125
C -2.6633 3.9931 -1.4556  -1.1003
N -1.4264 4.6870 -0.9770  -0.4268
C -1.4570 1.7371 -0.8264  -0.4628
C -1.9116 0.1847 -0.8961  0.9971
C -1.3703 -0.8089 0.2163  -1.1169
O -1.4014 -2.2091 -0.1918  -0.2019
C -0.6782 -2.9761 0.7441  0.6446
F -0.8624 -4.3168 0.3735  -0.0799
F 0.7081 -2.6959 0.6927  -0.1411
F -1.1168 -2.7695 2.0593  -0.1522
C -3.5047 0.3440 -1.0652  0.0124
O -4.4138 -0.4555 -0.8030  -0.6474
N -3.6980 1.6757 -1.6244  -0.2655
H -2.2745 1.4007 3.5213  0.0796
H -0.9694 2.6544 3.1006  0.1988
H -1.4127 1.3465 1.9167  -0.1610
H -3.7368 3.2151 2.8839  0.2467
H -2.3932 4.1579 2.0934  0.2997
H -5.4095 3.4015 0.4233  0.3141
H -3.5407 4.6623 -1.1397  0.1505
H -2.7158 3.9241 -2.5940  0.3372
H -0.6065 4.3445 -1.4917  0.3749
H -1.2500 4.4440 0.0140  0.2795
H -1.1586 1.9348 -1.9165  0.2313
H -0.6282 2.0249 -0.1111  0.2427
H -1.5246 -0.1224 -1.9171  -0.3433
H -1.9956 -0.6433 1.1624  0.3687
H -0.3111 -0.4723 0.5017  0.3855
H -4.6569 1.9978 -1.7812  0.3457
C 4.3079 -1.1726 0.4164  0.0771
Cl 3.1028 0.1262 0.6063  0.2464
Cl 4.2036 -1.8379 -1.2254  -0.0786
Cl 5.9398 -0.5273 0.6856  -0.0972
Cl 3.9725 -2.4463 1.6035  -0.0294
C -4.3532 -5.8133 0.1881  0.2337
Cl -3.3272 -4.3672 0.1799  0.0709
Cl -4.1421 -6.6644 1.7370  -0.1340
Cl -6.0546 -5.3395 -0.0003  -0.1014
Cl -3.8833 -6.8778 -1.1535  -0.0460
C -2.9222 7.3096 -4.3031  0.2781
Cl -2.5056 9.0190 -4.5437  -0.0745
Cl -3.9536 7.1503 -2.8665  -0.0621
Cl -3.7923 6.7058 -5.7309  -0.1207
Cl -1.4361 6.3652 -4.0743  -0.0404
C 6.0772 3.4437 -1.1649  0.0177
Cl 4.8697 2.5312 -0.2373  0.1646
Cl 7.0039 2.3268 -2.1882  -0.1123
Cl 5.2548 4.6406 -2.1882  -0.0641
Cl 7.1782 4.2790 -0.0513  -0.0680
C 1.1419 7.8493 -1.0286  0.0514
Cl 1.2310 9.0183 0.3055  -0.1077
Cl -0.1489 8.3306 -2.1504  -0.0162
Cl 2.6917 7.8202 -1.8951  0.0546
Cl 0.8104 6.2315 -0.3723  0.0328
C 5.1530 9.8683 -4.1305  0.2980
Cl 3.4367 10.3059 -4.2632  -0.0594
Cl 5.3234 8.1008 -4.2014  -0.0498
Cl 6.0558 10.6027 -5.4710  -0.1008
Cl 5.7979 10.4623 -2.5863  -0.1059
C -8.0878 8.0579 -4.2839  0.2857
Cl -6.3816 7.6986 -4.6211  0.0155
Cl -8.2341 8.7672 -2.6619  -0.1093
Cl -8.7015 9.2077 -5.4900  -0.1020
Cl -9.0345 6.5576 -4.3611  -0.1014
C -5.9330 -10.6313 -0.3479  0.2447
Cl -6.8370 -9.9795 -1.7320  -0.1016
Cl -4.5925 -11.6365 -0.9375  -0.1028
Cl -5.2867 -9.2902 0.6184  -0.0006
Cl -7.0152 -11.6185 0.6577  -0.0720
C -10.0288 -13.2770 -1.2746  0.3151
Cl -10.5376 -11.7810 -0.4646  -0.0794
Cl -8.5119 -12.9897 -2.1501  -0.0492
Cl -9.7803 -14.5511 -0.0628  -0.0920
Cl -11.2865 -13.7866 -2.4200  -0.1031
C 3.4603 1.9980 3.1018  0.0447
Cl 5.1515 1.4948 2.9221  0.0645
Cl 3.3005 3.0579 4.5181  -0.0815
Cl 2.9539 2.8789 1.6443  -0.0699
Cl 2.4334 0.5648 3.3147  0.0397
C 1.0793 -0.5644 -3.7748  0.1654
Cl 1.0468 -1.2885 -2.1558  0.1121
Cl 2.3298 0.6953 -3.8298  -0.0598
Cl 1.4431 -1.8137 -4.9817  -0.1096
Cl -0.5042 0.1579 -4.1254  -0.0936
C 9.3715 7.8077 -1.3663  0.2872
Cl 9.3962 7.1165 0.2694  -0.0943
Cl 10.5791 9.1043 -1.4794  -0.1116
Cl 9.7513 6.5394 -2.5494  -0.0959
Cl 7.7586 8.4690 -1.7055  0.0019
C -2.5054 -2.8890 5.4244  0.2084
Cl -2.2821 -1.2146 4.8731  -0.0509
Cl -0.9192 -3.6620 5.6230  -0.0874
Cl -3.3634 -2.8901 6.9789  -0.1078
Cl -3.4547 -3.7863 4.2229  -0.0416
C 4.2339 -6.7314 1.2234  0.2447
Cl 4.1781 -7.3689 2.8791  -0.1095
Cl 5.5416 -5.5360 1.0988  -0.1030
Cl 4.5206 -8.0570 0.0783  -0.0810
Cl 2.6855 -5.9433 0.8484  0.0405
C 6.2179 -0.7081 6.0787  0.2564
Cl 5.1663 0.7189 6.0167  -0.0569
Cl 6.1101 -1.5796 4.5348  0.0118
Cl 7.8952 -0.1945 6.3524  -0.1019
Cl 5.7127 -1.7856 7.3985  -0.1306
C 0.8701 -8.0788 -1.9797  0.1828
Cl 0.4841 -6.5154 -1.2340  0.0556
Cl 2.3958 -7.9458 -2.8788  -0.0916
Cl 1.0329 -9.3136 -0.7142  -0.0855
Cl -0.4337 -8.5409 -3.0931  -0.1047
C 6.8354 -6.0127 5.9515  0.2233
Cl 6.2314 -4.5686 6.7869  -0.0141
Cl 6.3213 -7.4772 6.8161  -0.1152
Cl 6.1664 -6.0244 4.3081  0.0313
Cl 8.6097 -5.9583 5.8816  -0.1113

Values from the calculation:
E   -896690.103 eV
2S+1   1
HOMO level   -9.30 eV